(1)
The following is a DFT calculation (ωB97M-V/def2-TZVPD) of a cluster of 7 separate species, C37H25Cl3O24 in total.

HOMO level	-9.358	eV
Kohn-Sham gap	0.2766	Ha
SMILES	O=C1C=C(O)C(=O)C=C1O.O=C1C=C(O)C(=O)C=C1O.O=C1C=C(O)C(=O)C=C1O.O=C1C=C(O)C(=O)C=C1O.O=C1C=C(O)C(=O)C=C1O.O=C1C=C(O)C(=O)C=C1O.ClC(Cl)Cl

Each line ends with the Löwdin charge.
Atoms and positions in Å:
C1 9.17 11.13 16.21  0.085
C2 8.86 10.06 15.42  -0.215
C3 9.05 10.03 13.91  -0.297
O1 8.48 9.06 13.39  0.077
C4 9.60 11.16 13.23  0.070
C5 9.90 12.25 13.96  -0.278
C6 9.62 12.31 15.45  -0.310
O2 9.77 13.35 16.05  0.104
O3 10.45 13.26 13.40  0.119
O4 8.34 8.94 15.95  0.101
H1 8.97 11.26 17.24  0.116
H2 9.84 11.18 12.18  0.136
H3 10.36 14.03 14.06  0.111
H4 8.17 8.34 15.21  0.109
C7 16.58 10.92 8.09  0.062
C8 16.98 10.44 9.31  -0.233
C9 16.04 9.78 10.29  -0.334
O5 16.44 9.22 11.28  0.112
C10 14.63 9.77 10.00  0.062
C11 14.24 10.41 8.91  -0.240
C12 15.19 10.99 7.82  -0.332
O6 14.70 11.41 6.78  0.087
O7 12.98 10.65 8.64  0.110
O8 18.24 10.30 9.62  0.109
H5 17.41 11.18 7.37  0.156
H6 14.02 9.27 10.70  0.108
H7 12.95 11.15 7.82  0.066
H8 18.34 9.73 10.44  0.151
C13 14.25 10.97 13.59  0.082
C14 14.20 9.66 13.83  -0.251
C15 15.17 8.98 14.74  -0.268
O9 15.27 7.74 14.77  0.098
C16 16.05 9.87 15.50  0.064
C17 15.98 11.15 15.39  -0.268
C18 15.16 11.82 14.34  -0.264
O10 15.31 13.02 14.10  0.116
O11 16.81 11.86 16.14  0.114
O12 13.54 8.84 13.03  0.104
H9 13.80 11.39 12.75  0.115
H10 16.86 9.42 16.10  0.158
H11 16.52 12.78 16.24  0.132
H12 13.70 7.93 13.36  0.141
C19 15.36 19.66 13.55  0.065
C20 14.22 20.38 13.69  -0.188
C21 13.68 20.86 15.05  -0.321
O13 12.68 21.56 15.05  0.091
C22 14.36 20.46 16.25  0.074
C23 15.48 19.73 16.06  -0.208
C24 15.97 19.15 14.75  -0.333
O14 16.89 18.37 14.75  0.107
O15 16.14 19.33 17.15  0.109
O16 13.48 20.76 12.63  0.124
H13 15.61 19.25 12.59  0.139
H14 14.04 20.55 17.24  0.126
H15 16.80 18.70 16.81  0.123
H16 12.74 21.26 12.91  0.092
C25 9.85 19.15 15.65  0.100
C26 10.61 18.11 15.32  -0.209
C27 10.03 16.79 14.94  -0.276
O17 10.77 15.89 14.49  0.057
C28 8.61 16.57 15.07  0.074
C29 7.80 17.57 15.52  -0.223
C30 8.35 18.96 15.75  -0.256
O18 7.60 19.93 15.84  0.103
O19 6.49 17.44 15.67  0.112
O20 11.92 18.27 15.00  0.075
H17 10.21 20.11 15.72  0.099
H18 8.19 15.62 14.66  0.151
H19 6.13 18.36 15.78  0.137
H20 12.40 17.56 14.48  0.124
C31 13.31 14.96 12.19  0.076
C32 13.52 14.17 11.13  -0.232
C33 14.90 13.86 10.65  -0.284
O21 14.98 13.19 9.62  0.089
C34 16.08 14.38 11.31  0.066
C35 15.86 15.18 12.34  -0.318
C36 14.44 15.60 12.77  -0.274
O22 14.36 16.52 13.58  0.077
O23 16.70 15.86 12.99  0.139
O24 12.54 13.61 10.46  0.104
H21 12.27 15.15 12.46  0.125
H22 17.11 14.10 10.96  0.157
H23 16.20 16.54 13.56  0.122
H24 12.91 13.13 9.73  0.041
C37 9.97 13.53 7.21  -1.568
Cl1 9.20 13.54 8.75  0.571
Cl2 9.51 12.08 6.34  0.544
Cl3 11.75 13.71 7.32  0.581
H25 9.62 14.42 6.64  0.028

(2)
The following is a DFT calculation (ωB97M-V/def2-TZVPD) of a structure of composition C15H13N5O3S2Ta.

HOMO level	-18.572	eV
Kohn-Sham gap	0.2315	Ha
charge	+3

Each line ends with the natural charge from an NBO analysis.
Atoms and positions in Å:
Ta1 0.61 0.36 -0.15  2.204
C1 0.13 -2.64 3.18  -0.712
C2 0.57 -1.71 2.13  0.401
N1 -0.23 -1.09 1.30  -0.411
N2 -1.56 -1.38 1.42  -0.334
C3 -2.33 -0.81 0.57  0.362
N3 -3.63 -1.02 0.50  -0.715
S1 -1.63 0.37 -0.60  0.055
C4 1.99 -1.41 1.91  0.152
C5 3.02 -1.96 2.65  -0.163
C6 4.34 -1.64 2.32  -0.023
C7 4.59 -0.78 1.26  -0.200
C8 3.52 -0.26 0.55  0.113
N4 2.24 -0.56 0.87  -0.631
H1 -0.95 -2.64 3.29  0.296
H2 0.59 -2.38 4.14  0.281
H3 0.46 -3.65 2.94  0.295
H4 -4.07 -1.66 1.15  0.458
H5 -4.23 -0.54 -0.16  0.444
H6 2.80 -2.63 3.46  0.279
H7 5.15 -2.06 2.88  0.283
H8 5.59 -0.52 0.96  0.289
H9 3.69 0.41 -0.28  0.247
O1 -0.04 -0.75 -3.58  -0.383
C9 0.50 0.27 -3.37  0.718
N5 1.29 0.43 -2.03  -1.018
S2 1.77 2.00 -1.87  2.200
O2 3.13 2.28 -1.64  -0.776
O3 0.94 2.25 -0.52  -0.874
C10 1.08 2.63 -3.32  -0.284
C11 1.21 3.92 -3.80  -0.142
C12 0.72 4.14 -5.09  -0.129
C13 0.16 3.11 -5.83  -0.103
C14 0.06 1.81 -5.33  -0.103
C15 0.53 1.58 -4.05  -0.189
H10 1.67 4.71 -3.22  0.278
H11 0.80 5.13 -5.51  0.278
H12 -0.20 3.32 -6.83  0.276
H13 -0.36 1.01 -5.92  0.279

(3)
The following is a DFT calculation (ωB97M-V/def2-TZVPD) of a structure of composition C32H29NOP2Pt.

HOMO level (spin up / spin down)	-13.186 / -13.176	eV
Kohn-Sham gap (spin up / spin down)	0.1561 / 0.1478	Ha
charge	+2

Each line ends with the Löwdin charge.
Atoms and positions in Å:
Pt1 0.22 -0.35 -0.45  0.915
C1 -1.23 -1.86 2.10  -0.224
P1 -1.91 -1.07 0.52  1.018
C2 -2.59 -2.47 -0.41  -0.383
C3 -1.90 -3.67 -0.54  -0.104
C4 -2.44 -4.70 -1.28  -0.054
C5 -3.67 -4.54 -1.91  -0.038
C6 -4.34 -3.33 -1.82  -0.044
C7 -3.80 -2.29 -1.09  -0.081
C8 -3.39 -0.19 1.10  -0.373
C9 -4.38 -0.91 1.77  -0.084
C10 -5.55 -0.27 2.15  -0.041
C11 -5.72 1.08 1.87  -0.038
C12 -4.74 1.80 1.21  -0.053
C13 -3.56 1.17 0.83  -0.092
C14 -0.03 -1.16 2.59  -0.370
C15 0.67 -1.20 3.83  -0.010
C16 1.75 -0.35 3.69  -0.008
C17 1.69 0.19 2.37  -0.375
C18 2.51 1.19 1.65  -0.205
P2 1.84 1.49 -0.08  1.054
C19 2.96 0.82 -1.34  -0.428
C20 4.27 0.37 -1.17  -0.066
C21 4.98 -0.06 -2.28  -0.042
C22 4.40 -0.08 -3.54  -0.030
C23 3.10 0.35 -3.71  -0.049
C24 2.38 0.81 -2.62  -0.155
C25 1.94 3.30 -0.29  -0.344
C26 1.08 4.09 0.47  -0.091
C27 1.13 5.47 0.35  -0.048
C28 2.02 6.05 -0.54  -0.030
C29 2.87 5.26 -1.30  -0.040
C30 2.82 3.89 -1.20  -0.058
N1 0.61 -0.32 1.77  -0.073
H1 -0.97 -2.89 1.83  0.084
H2 -2.01 -1.91 2.87  0.106
H3 -0.94 -3.81 -0.05  0.088
H4 -1.91 -5.63 -1.39  0.116
H5 -4.08 -5.35 -2.49  0.119
H6 -5.29 -3.19 -2.31  0.120
H7 -4.31 -1.34 -1.04  0.111
H8 -4.26 -1.96 1.96  0.121
H9 -6.32 -0.82 2.65  0.121
H10 -6.64 1.57 2.16  0.120
H11 -4.89 2.84 0.99  0.116
H12 -2.79 1.71 0.31  0.096
H13 0.41 -1.80 4.68  0.117
H14 2.51 -0.15 4.43  0.117
H15 3.56 0.87 1.60  0.093
H16 2.51 2.14 2.20  0.107
H17 4.74 0.39 -0.20  0.109
H18 6.00 -0.39 -2.16  0.121
H19 4.97 -0.44 -4.39  0.123
H20 2.64 0.35 -4.69  0.124
H21 1.36 1.16 -2.74  0.105
H22 0.38 3.63 1.16  0.110
H23 0.47 6.09 0.94  0.119
H24 2.04 7.13 -0.65  0.122
H25 3.57 5.73 -1.98  0.122
H26 3.49 3.28 -1.79  0.109
C31 2.15 -2.74 -0.36  0.012
C32 1.30 -1.94 -1.32  -0.361
O1 1.20 -2.15 -2.49  0.178
H27 3.18 -2.72 -0.71  0.110
H28 1.81 -3.78 -0.40  0.113
H29 2.11 -2.38 0.67  0.080

How do the records compare in relative energy (zero: lowest compared OMol25 entry of this formula, charge and spin)? In the order shown, they have 0.0; 0.0; 82.1 kcal/mol.